26
Properties=species:S:1:pos:R:3:forces:R:3 method="wB97M-V/def2-TZVPD" e_lumo_ev=0.69 e_above_lowest_kj_mol=267.5 homo_ha=-0.3048 total_charge=0 smiles=CC(C)(C)[NH2+][C@@]([O-])(O)CN max_force_ha_per_bohr=0.0569
O -0.6436 0.6050 1.7344 -0.9515 0.8811 -0.8375
O 0.1843 1.8481 0.0033 0.2525 0.2149 -0.3400
N -2.3950 2.7686 0.8222 0.0722 -0.0137 -0.0870
N -0.4975 -0.4360 -0.4455 1.8000 -0.6375 0.3532
C -2.2113 1.4806 0.1556 0.0503 -0.1682 -0.1260
C -0.8020 1.0049 0.5370 0.3054 -0.5925 1.4796
C 1.1186 -1.1218 -0.2636 -2.3508 0.8668 -1.4520
C 0.8957 -2.6024 -0.5115 -0.0239 0.1644 0.0264
C 1.5793 -0.7995 1.0988 -1.8594 0.7057 2.1474
C 1.9097 -0.4435 -1.3627 -0.1720 -0.0411 -0.0268
H -0.7148 -0.3247 -1.4333 0.2023 -0.0489 -0.0109
H 2.0152 0.1883 1.1966 0.4128 0.0504 -0.3301
H -1.1532 -1.0956 -0.0393 0.0707 -0.1475 0.0040
H 0.4479 -2.7805 -1.4901 0.0165 -0.0149 -0.0051
H 2.2290 -1.5584 1.5239 0.0427 -0.1503 -0.0543
H -0.2120 2.7135 -0.1630 -0.1127 -0.0321 0.1769
H 1.9543 0.6264 -1.1750 0.0617 -0.0029 0.0102
H 0.2575 -3.0357 0.2582 -0.0138 -0.0090 0.0414
H -3.3163 3.1512 0.6467 0.0882 -0.0688 0.0570
H 1.8554 -3.1206 -0.4747 0.0380 0.0229 -0.0101
H 1.4580 -0.6077 -2.3419 0.0493 -0.0772 -0.0893
H 2.9202 -0.8548 -1.3746 0.0263 0.0115 0.0097
H -2.2695 2.6476 1.8236 -0.0423 -0.0160 -0.1219
H -2.9314 0.7099 0.4650 0.1195 0.0370 -0.0380
H -2.2856 1.6299 -0.9256 -0.0668 -0.0004 -0.0009
H 0.6071 -0.5927 1.7357 1.9850 -0.9338 -0.7757

14
Properties=species:S:1:pos:R:3:forces:R:3 method="wB97M-V/def2-TZVPD" e_lumo_ev=0.56 e_above_lowest_kj_mol=83.1 homo_ha=-0.3513 total_charge=0 max_force_ha_per_bohr=0.0285
O 0.5508 1.5176 -0.0853 0.6464 -0.8611 0.1517
C -1.3613 -0.6705 -0.0473 0.1084 0.4873 -0.1180
C 0.9153 0.3487 -0.0440 -0.0750 0.3926 -0.2523
C 2.3740 -0.0787 0.0230 0.8471 0.7859 -0.0304
C -0.0316 -0.7773 -0.0474 -0.2561 -0.4411 -0.2297
C -2.1312 0.6194 0.0182 -0.0333 1.0557 0.4700
H -2.0476 1.0656 1.0607 -0.0188 -0.4709 -1.1901
H 3.0157 0.8299 -0.1407 -0.5420 -0.9455 0.2003
H 2.5530 -0.4625 1.0550 -0.0071 0.1345 -0.7214
H -3.1899 0.4327 -0.1615 0.0050 0.0148 0.0111
H 2.6582 -0.8723 -0.7177 -0.4647 0.6631 0.7006
H -1.9107 -1.6112 -0.0942 -0.1095 0.2819 0.0389
H 0.3887 -1.7758 -0.1297 0.0957 0.1004 0.1471
H -1.7833 1.4342 -0.6892 -0.1964 -1.1977 0.8223

15
Properties=species:S:1:pos:R:3:forces:R:3 method="wB97M-V/def2-TZVPD" e_lumo_ev=1.11 e_above_lowest_kj_mol=594.6 homo_ha=-0.3407 total_charge=0 smiles=C#CC1CC1.C#C max_force_ha_per_bohr=0.1204
C 0.5352 0.8742 1.0047 1.1938 0.6514 0.7081
C 0.2026 1.7226 1.7908 -1.5958 0.4495 0.1393
C 1.7167 0.4752 -1.2473 -2.6796 1.8387 0.2873
C 1.1686 -0.0062 0.0976 2.4160 -2.4035 -1.0392
C -2.3092 -1.4383 0.0694 0.3781 0.9120 3.2908
C -2.2829 -1.0247 1.2303 -0.0910 -2.0315 -5.8490
C 0.3257 -0.2178 -1.1937 3.5595 1.1774 1.6278
H 1.7341 1.5636 -1.4487 -0.1428 -0.7461 0.2133
H 0.2746 -1.1781 -1.5638 -0.3972 -1.7805 -0.8303
H -2.2168 -1.8915 -0.8883 0.0082 0.1738 -0.1013
H 1.9586 -0.8027 0.5015 -2.5349 1.3923 -0.5363
H -0.5150 0.3974 -1.1023 -1.1566 0.5969 -0.4940
H -0.4971 2.3731 2.3071 0.8330 -0.3361 -0.0642
H 2.5215 -0.0254 -1.7148 0.6160 -0.7715 -0.0477
H -2.6167 -0.8213 2.1574 -0.4066 0.8773 2.6955

95
Properties=species:S:1:pos:R:3:forces:R:3 method="wB97M-V/def2-TZVPD" e_lumo_ev=0.38 homo_ha=-0.3267 total_charge=0 max_force_ha_per_bohr=0.0176
O -1.3996 3.0318 1.8180 0.0882 -0.1791 0.2503
O -2.4110 -3.2156 1.3118 0.5457 0.2487 0.0209
O -0.4161 2.7728 5.3941 0.0033 0.1197 0.1066
O 3.2085 5.3146 5.7181 0.0152 0.0748 -0.1117
O 2.5682 -1.2820 -3.5302 0.2092 -0.0720 0.0309
O 5.7583 -1.4178 -4.3876 0.0366 0.0016 0.1026
O -5.9096 3.6255 -5.1875 0.0998 0.0873 0.0226
O 4.0532 -5.2267 -6.2128 0.0595 0.1030 0.1615
O 5.5888 3.2428 6.8782 -0.1184 0.0076 0.0514
O -1.9456 -6.0158 -2.2238 0.1093 0.1445 0.0228
O -5.6232 1.0101 0.9223 -0.0956 0.1061 0.0741
O -2.6904 0.3378 -3.8736 -0.0621 0.0539 0.0338
N 1.3728 0.3036 2.3468 -0.1059 0.1131 -0.4290
N 0.0149 -1.6124 2.5472 -0.1540 -0.1788 -0.1427
N 1.6400 -1.5254 0.9022 0.0478 -0.0803 -0.3248
C 2.6179 -2.6508 -3.9518 -0.0418 0.1524 -0.1522
C -4.0908 0.5695 -4.0108 0.1730 -0.0213 -0.0944
C 4.0296 5.2316 4.5581 0.0257 -0.0528 0.1719
C -6.6083 0.5395 1.8354 0.0715 0.0390 -0.1012
C -5.0984 4.7890 -5.3108 -0.0870 -0.1095 -0.0443
C -2.5361 -4.2806 2.2328 0.0156 0.0432 -0.0214
C -0.7365 -0.8075 -0.9340 0.0674 0.8931 -0.1315
C -1.6743 -4.9427 -1.3194 -0.0706 -0.2203 -0.1127
C 0.1420 4.0040 5.8578 -0.1014 -0.2040 -0.1234
C 0.5219 0.0482 -0.6963 -0.0663 -0.0685 -0.3603
C 6.4145 -2.0434 -3.2904 -0.1083 0.0701 -0.0981
C -2.4208 2.5919 2.7222 -0.0698 0.0833 -0.3089
C -2.0242 -0.0161 -0.6323 -0.1999 -0.2554 0.1850
C 0.9375 -0.9684 1.9418 0.1104 0.1120 0.4521
C 4.5291 2.4052 7.3370 0.1055 0.0239 -0.0715
C 5.1020 -4.2775 -6.0303 -0.1029 -0.2643 -0.2402
C 1.7458 -0.7937 -0.3761 -0.0266 -0.1509 0.0460
B -3.2463 -0.9836 -0.5665 0.0536 -0.0596 -0.0056
H -7.4169 0.0177 1.3172 -0.0088 -0.0232 0.0321
H -1.8964 0.5833 0.2700 0.0111 -0.0052 0.1047
H 0.7189 0.5945 -1.6212 0.1124 0.0760 -0.0180
H 3.7665 5.6002 6.4462 0.0394 -0.0631 0.0554
H -1.1760 -4.1614 -1.8892 -0.0060 0.0147 -0.0165
H -5.6674 5.6344 -5.7056 0.0262 0.0257 0.0110
H -0.3866 4.2724 6.7696 -0.0222 -0.0136 0.0061
H -3.9698 -1.0436 0.3690 -0.1097 0.0075 -0.0412
H -4.2319 4.6085 -5.9526 0.0178 0.0319 0.0124
H -0.7326 -1.0624 -1.9939 -0.1278 -0.4083 0.0254
H 4.0816 1.8400 6.5160 -0.0353 -0.0010 0.0170
H -4.7465 5.0409 -4.3139 0.0033 -0.0036 0.0225
H -2.6048 -3.9152 3.2620 0.0004 -0.0443 0.0047
H -0.2469 -1.1085 3.3895 -0.1068 -0.0556 0.0415
H 2.1042 0.6541 1.7435 0.1001 0.0171 0.0614
H 4.8750 1.7114 8.1070 -0.0256 -0.0057 0.0087
H -7.0298 1.3562 2.4279 -0.0073 -0.0257 0.0288
H -1.0121 -5.2667 -0.5113 0.0004 0.0630 0.0312
H 3.9491 -5.3795 -7.1543 -0.0254 -0.0306 -0.0478
H 4.8635 -3.3273 -6.5119 0.1060 0.0596 0.0408
H 3.4006 4.8978 3.7357 -0.0453 0.0124 0.0084
H -2.5870 -4.5317 -0.8905 0.0107 0.0610 0.0375
H 6.0487 -4.6631 -6.4181 0.0395 0.0930 0.0014
H -6.1143 -0.1607 2.5041 0.0178 -0.0174 0.0022
H -2.3012 0.3315 -4.7506 0.0216 -0.0133 -0.0469
H 7.3006 -2.5360 -3.6833 0.0172 -0.0105 -0.0090
H 0.0034 4.8009 5.1224 0.0231 0.0411 0.0358
H -1.9716 1.8848 3.4126 0.0257 0.0056 0.0253
H 0.6061 0.9654 2.3272 -0.0342 0.0509 0.2209
H 0.3510 0.8186 0.0559 -0.0860 -0.0980 0.1211
H -2.2285 0.6749 -1.4569 0.1307 0.0777 -0.1010
H 1.4007 -2.4975 0.7932 -0.1188 -0.0387 -0.0005
H 4.4569 6.2046 4.3017 -0.0002 -0.0076 -0.0508
H 5.7751 -2.7941 -2.8159 0.0226 -0.0090 0.0259
H -1.5835 -2.7441 1.5363 -0.2795 -0.0086 0.1166
H 4.9725 -0.9833 -4.0396 -0.0730 -0.0169 0.0365
H -2.8159 3.4333 3.2949 -0.0177 -0.0605 0.0827
H 3.7693 3.0539 7.7640 -0.0145 0.0176 -0.0081
H 5.2087 -4.1100 -4.9638 0.0073 -0.0146 0.0379
H 2.5499 -0.7339 -4.3189 -0.1230 0.0351 -0.0405
H 1.7495 -2.9073 -4.5610 -0.0122 -0.0495 0.0368
H -1.6920 -4.9747 2.1625 -0.0318 -0.0379 0.0401
H -4.2956 1.5345 -4.4801 -0.0643 0.0008 0.0293
H -6.0515 1.6248 0.3216 0.0144 0.0318 -0.0528
H -0.7145 -1.7194 -0.3402 0.1259 -0.1207 0.0399
H -3.2309 2.0967 2.1802 -0.0169 -0.0167 0.0583
H 0.0498 2.5345 4.5891 0.0343 -0.0346 -0.0489
H -4.5161 0.5696 -3.0099 0.0079 -0.0150 0.0278
H -1.8018 3.6538 1.2085 0.0312 0.0132 -0.0955
H 6.2664 2.6809 6.4956 0.0631 -0.0051 -0.0094
H -3.4370 -1.6779 -1.5238 -0.0789 -0.0539 0.0424
H -4.5665 -0.2257 -4.5907 -0.0551 0.0038 0.0327
H 6.7229 -1.3128 -2.5389 0.0229 -0.0240 0.0248
H 3.5256 -2.8426 -4.5222 -0.0353 -0.0694 0.0173
H 4.8346 4.5094 4.7103 0.0174 0.0187 -0.0657
H -2.3897 -6.7082 -1.7303 -0.0444 -0.0500 0.0039
H -6.2292 3.3928 -6.0623 -0.0530 -0.0403 -0.0250
H 2.6734 -0.2211 -0.4124 0.0062 0.1787 0.0881
H 1.2034 3.9034 6.0751 0.0641 0.0750 0.0258
H 1.8368 -1.5352 -1.1666 0.1332 -0.1208 0.0376
H -3.4525 -4.8187 1.9936 -0.0055 -0.0098 -0.0011
H 2.6182 -3.2747 -3.0616 -0.0160 0.0507 0.0596

63
Properties=species:S:1:pos:R:3:forces:R:3 method="wB97M-V/def2-TZVPD" e_lumo_ev=-0.42 e_above_lowest_kj_mol=2472.7 homo_ha=-0.2806 total_charge=0 max_force_ha_per_bohr=0.3700
O 1.0612 2.9039 -4.3669 -0.6668 1.2379 0.0769
O -2.4148 -1.9512 7.6481 0.7794 0.6651 -1.6584
O -4.0631 0.2980 3.7863 -7.2282 5.9377 -0.9101
N -0.4263 1.1863 1.1228 0.6187 -4.4645 -0.9798
N 1.6300 2.0702 -2.3183 1.4704 0.2258 -6.1111
N -3.1776 -1.4797 4.9788 1.9015 2.3605 -5.5162
C 2.6295 -0.4359 -6.5300 3.2603 -3.0947 -1.9819
C 0.0578 2.7055 -0.6988 0.2479 -3.3825 -8.0427
C 2.3351 1.2897 -1.5073 3.4236 2.3270 3.1941
C 1.9352 0.6927 -4.4441 1.2336 2.9364 -2.5025
C -0.9317 0.4634 3.4091 1.8355 4.9789 -2.5830
C -1.8954 -0.4050 2.8728 -7.3215 -0.5244 0.4096
C 3.4423 -2.6203 -6.6173 3.6909 -9.3810 -8.0365
C 3.1783 -1.7230 -5.8522 -4.1178 11.3236 -1.9318
C 2.9851 -1.3750 -8.5939 3.0365 -0.7603 -4.3546
C 2.3662 0.6976 -5.8389 -3.7642 2.8286 8.7276
C 0.1824 0.4224 2.3629 -2.1985 18.6419 3.0984
C 1.4814 2.0331 -3.6512 1.8743 -3.7508 -4.4791
C -1.5132 -1.7638 6.5927 8.3800 -1.5223 4.5938
C -1.8376 -2.2430 5.3071 -8.7882 -0.6124 0.5771
C 2.7134 -0.2886 -7.9203 -2.8680 5.1154 4.2029
C -3.3750 -1.0580 7.2906 -8.3654 -7.9822 1.0132
C -2.6612 0.2645 1.5218 7.3924 -14.3510 -1.7476
C -4.3449 -1.5867 5.8039 6.2181 12.2146 1.6141
C -3.1515 -0.3223 3.9529 7.5319 -9.7535 1.5499
C 1.3019 3.1701 -1.7784 -10.5244 9.8495 3.4975
C 0.5190 1.6235 0.0559 4.3193 1.3950 7.5557
C 1.4255 0.6645 -0.6672 -4.3930 -5.5036 2.6784
C -1.3349 0.0218 0.5038 -3.9906 9.6513 1.5371
C 3.5218 -2.4462 -8.0444 -0.1264 -5.6654 0.1958
H 2.8998 -1.7034 -4.9514 -1.0444 -0.5416 7.3668
H 2.4176 0.7768 -8.3406 0.7605 -2.5432 0.5582
H 0.5657 -0.0240 -1.3318 2.7419 1.3686 1.5892
H -0.5818 3.3651 -0.4190 -2.8739 4.9293 3.4124
H -0.4665 -2.5279 6.9690 -2.7190 2.1297 -1.0116
H 3.0509 1.9843 -0.7841 -1.1461 -1.7541 -1.9786
H -3.2770 -0.1255 7.2530 2.5195 7.8037 -1.1955
H -0.8629 2.1794 -1.3307 2.1576 0.8470 -0.0630
H -1.6190 0.4772 -0.4613 -0.1042 -0.2651 0.1361
H -4.1738 -1.0946 8.0396 0.0806 -0.4661 0.4995
H 2.8212 0.7074 -2.1324 3.2864 -3.4690 -1.9716
H 1.1687 1.3022 2.7855 -2.6464 -3.0977 -1.3633
H -3.1195 1.0744 1.6325 -3.2766 6.9649 0.6232
H -1.3924 1.6179 3.5192 1.3987 -3.0648 -0.3519
H 2.1764 1.6862 -6.1987 0.2125 0.3403 -1.0794
H -0.4887 0.2219 4.2880 0.8790 -1.0253 3.0816
H -1.6037 -1.4882 2.7188 -0.3162 1.3875 -0.0873
H -0.9929 -0.8753 0.2423 1.6152 -4.0271 0.2009
H -4.5662 -2.4648 6.0395 -3.0990 -7.3384 1.5056
H -3.2704 -0.6789 1.1627 0.1257 2.2728 0.9283
H 1.7864 3.9500 -1.1816 1.6682 -1.0020 -0.2681
H 3.7739 -3.4529 -8.7444 -0.3542 3.1347 2.0716
H 0.6467 3.9349 -2.5749 2.0536 -2.4360 2.0925
H 3.4127 -1.1681 -9.5343 -0.7679 -0.2455 -2.1623
H -4.9336 -0.5462 5.6269 0.4617 -3.4125 0.2306
H 3.7152 -3.6356 -6.3782 0.0814 -0.1677 0.8737
H 2.0530 0.0274 0.0372 -1.4298 0.2910 -0.4600
H 1.3109 2.3141 0.8429 -1.1811 -1.9663 -1.7007
H 0.4664 -0.3733 2.1313 4.8419 -12.4442 -3.2505
H -1.1950 -2.2422 4.5486 2.7691 0.5871 -2.7679
H -1.0079 -0.7055 6.6765 -1.2865 -1.6971 -0.6004
H 2.0502 -0.1074 -3.7944 0.0900 -1.9666 0.6441
H -2.4030 -3.2135 5.2638 1.6407 -0.0670 0.8109